The following is a DFT calculation (the ωB97M-V functional and the def2-TZVPD basis) of 2 unconnected molecules or ions with the total composition Br2H4P2Si.

Geometry as XYZ:
```
9
Properties=species:S:1:pos:R:3:nbo_charge:R:1
Si 0.93 -0.08 -0.11 0.715
P -1.33 -0.02 2.09 -0.011
P 0.25 -0.54 -2.19 -0.106
Br 2.57 -1.52 0.44 -0.286
Br 1.89 1.95 -0.04 -0.293
H -0.88 1.24 2.53 -0.021
H -2.19 0.57 1.15 -0.031
H -0.31 -1.75 -1.81 0.017
H -0.95 0.15 -2.05 0.017
```

## Properties
Kohn-Sham gap	7.0	eV
ΔE to the lowest compared entry with this formula, charge and spin	123.04	kJ/mol
multiplicity	1
LUMO energy	-1.439	eV

The following is a DFT calculation (the ωB97M-V functional and the def2-TZVPD basis) of a molecular structure, C40H57BClCoN9PS3.

Geometry as XYZ:
```
113
Properties=species:S:1:pos:R:3:mulliken_charge:R:1
Co -0.77 0.62 -2.32 -0.175
C -0.15 5.04 0.28 -1.946
C 0.22 3.66 0.74 0.237
C 0.79 3.42 1.94 -0.660
C 1.13 2.10 2.33 -0.193
N 0.95 1.10 1.52 -0.279
N 0.38 1.32 0.31 0.708
B 0.38 0.11 -0.70 1.089
N 1.84 -0.20 -1.13 0.135
N 2.55 -0.95 -0.26 -0.257
C 3.78 -1.22 -0.55 0.024
C 4.38 -0.72 -1.74 -0.615
C 3.66 0.02 -2.62 0.118
C 4.22 0.54 -3.91 -1.741
C 2.29 0.29 -2.28 0.830
S 1.25 1.15 -3.29 -0.192
C 4.58 -2.07 0.42 2.499
C 5.73 -1.23 0.99 -1.615
C 5.15 -3.29 -0.32 -1.798
C 3.70 -2.56 1.57 -1.621
N -0.21 -1.28 -0.16 1.075
N -0.27 -1.58 1.14 -0.117
C -0.66 -2.77 1.50 -0.416
C -1.00 -3.75 0.52 -0.568
C -0.93 -3.45 -0.80 0.051
C -1.31 -4.43 -1.87 -1.830
C -0.52 -2.13 -1.14 0.896
S -0.44 -1.56 -2.76 -0.793
C -0.74 -3.05 3.00 2.183
C -1.34 -4.43 3.29 -2.313
C 0.68 -3.01 3.57 -0.864
C -1.62 -1.99 3.67 -1.257
C -0.03 2.53 -0.11 0.274
S -0.82 2.75 -1.60 -0.403
C 1.77 1.77 3.67 2.395
C 1.82 2.99 4.60 -2.398
C 3.20 1.28 3.41 -1.503
C 0.96 0.67 4.34 -1.544
H 0.14 5.78 1.02 0.425
H -1.22 5.11 0.09 0.334
H 0.35 5.27 -0.67 0.361
H 0.99 4.25 2.61 0.551
H 5.41 -0.97 -1.97 0.439
H 5.26 0.22 -4.03 0.406
H 4.17 1.63 -3.94 0.352
H 3.63 0.17 -4.75 0.353
H 6.41 -0.89 0.20 0.359
H 6.32 -1.82 1.69 0.489
H 5.35 -0.35 1.51 0.218
H 5.83 -3.00 -1.13 0.346
H 4.34 -3.89 -0.75 0.340
H 5.71 -3.91 0.37 0.470
H 3.26 -1.72 2.12 -0.173
H 4.30 -3.15 2.26 0.541
H 2.88 -3.18 1.20 0.320
H -1.32 -4.73 0.83 0.635
H -1.70 -5.35 -1.43 0.436
H -0.44 -4.68 -2.49 0.368
H -2.05 -4.00 -2.54 0.336
H -0.70 -5.24 2.93 0.417
H -2.33 -4.55 2.85 0.475
H -1.44 -4.55 4.37 0.413
H 1.26 -3.87 3.22 0.322
H 0.65 -3.04 4.66 0.452
H 1.21 -2.11 3.25 -0.319
H -2.68 -2.18 3.47 0.364
H -1.39 -0.98 3.31 -0.031
H -1.47 -2.00 4.75 0.448
H 2.45 3.79 4.21 0.450
H 2.23 2.68 5.56 0.416
H 0.82 3.39 4.79 0.488
H 3.82 2.08 2.98 0.432
H 3.20 0.45 2.70 -0.031
H 3.67 0.95 4.34 0.447
H -0.06 1.00 4.54 0.445
H 1.42 0.39 5.29 0.468
H 0.91 -0.21 3.70 -0.048
C -5.81 0.18 -0.79 -0.963
N -4.98 -0.92 -0.29 0.199
C -4.65 -0.66 1.11 -0.978
N -3.99 0.64 1.32 0.273
C -4.85 1.69 0.77 -0.934
N -5.18 1.49 -0.63 0.164
C -4.01 1.62 -1.50 -1.157
P -2.69 0.37 -1.10 1.921
C -3.79 -1.12 -1.11 -1.232
C -2.66 0.67 0.73 -0.716
H -6.74 0.18 -0.22 0.346
H -6.04 0.01 -1.84 0.403
H -3.99 -1.45 1.48 0.311
H -5.57 -0.67 1.69 0.304
H -4.35 2.65 0.89 0.371
H -5.78 1.71 1.35 0.332
H -3.58 2.62 -1.40 0.424
H -4.33 1.49 -2.53 0.467
H -3.22 -1.98 -0.73 0.451
H -4.07 -1.35 -2.14 0.271
H -2.20 1.64 0.91 0.534
H -2.03 -0.08 1.21 -0.747
Cl 0.08 0.65 -6.51 -0.162
C -0.62 2.09 -5.85 0.647
C -0.23 3.31 -6.37 -0.576
C -0.83 4.48 -5.92 -0.536
C -1.84 4.43 -4.97 -0.827
C -2.22 3.22 -4.44 -0.145
C -1.61 2.00 -4.84 0.334
C -2.01 0.77 -4.26 -1.611
H 0.54 3.33 -7.14 0.465
H -0.51 5.43 -6.33 0.392
H -2.33 5.34 -4.64 0.471
H -3.01 3.17 -3.70 0.325
H -1.70 -0.13 -4.77 0.784
H -2.99 0.72 -3.82 0.464
```

## Properties
Kohn-Sham gap (alpha / beta)	7.2 / 6.1	eV
<S²>	0.811
ΔE to the lowest compared entry with this formula, charge and spin	0.00	kJ/mol
multiplicity	2
LUMO energy (alpha / beta)	-2.630 / -4.084	eV
total charge	+1

The following is a DFT calculation (the ωB97M-V functional and the def2-TZVPD basis) of C4H7NO2S in the gas phase.

Geometry as XYZ:
```
15
Properties=species:S:1:pos:R:3:nbo_charge:R:1
C 3.88 -0.66 0.11 -0.276
C 0.71 1.04 -0.03 0.087
C -0.76 1.15 -0.05 -0.613
C -1.55 -0.17 -0.07 0.282
H 4.80 -0.09 0.28 0.207
H 3.95 -1.39 -0.77 0.207
H 3.73 -1.10 1.20 0.187
H 1.21 1.95 0.41 0.216
H -1.35 1.81 -0.80 0.303
H -1.11 1.67 0.83 0.279
H 0.07 -0.98 0.07 0.491
N 1.44 -0.05 -0.24 -0.181
O 2.85 0.42 -0.02 -0.427
O -0.81 -1.25 -0.07 -0.627
S -3.21 -0.18 0.09 -0.135
```

## Properties
Kohn-Sham gap	9.0	eV
ΔE to the lowest compared entry with this formula, charge and spin	446.08	kJ/mol
multiplicity	1
LUMO energy	0.344	eV

The following is a DFT calculation (the ωB97M-V functional and the def2-TZVPD basis) of 2 unconnected molecules or ions with the total composition C2H10N2.

Geometry as XYZ:
```
14
Properties=species:S:1:pos:R:3:nbo_charge:R:1
C -0.88 1.60 -1.07 -0.402
C 1.26 -0.42 1.32 -0.447
H -0.48 -0.38 -0.70 0.361
H -1.34 -0.18 -2.07 0.346
H -1.02 2.43 -1.94 0.186
H -1.70 1.51 -0.40 0.167
H -0.05 1.77 -0.42 0.189
H 0.37 -2.19 0.41 0.364
H 0.34 -1.84 2.24 0.370
H 0.77 0.48 1.67 0.197
H 2.21 -0.66 1.89 0.186
H 1.73 -0.25 0.25 0.199
N -0.59 0.31 -1.58 -0.851
N 0.14 -1.42 1.23 -0.864
```

## Properties
Kohn-Sham gap	9.9	eV
ΔE to the lowest compared entry with this formula, charge and spin	202.62	kJ/mol
multiplicity	1
LUMO energy	0.994	eV

The following is a DFT calculation (the ωB97M-V functional and the def2-TZVPD basis) of a molecular structure, C4H6N2O2.

Geometry as XYZ:
```
14
Properties=species:S:1:pos:R:3:nbo_charge:R:1
C 2.24 -0.06 0.10 -0.467
C 0.02 -0.24 0.10 0.412
C -0.56 1.19 0.10 -0.419
C -1.88 1.05 -0.11 0.169
H 2.09 0.58 -0.89 0.222
H 3.36 -0.70 -0.03 0.231
H 2.16 0.43 1.41 0.218
H -0.27 2.18 -0.17 0.242
H -2.53 1.89 -0.17 0.197
H -0.49 -2.37 -0.58 0.481
N 1.02 -0.82 -0.23 -0.520
N -1.24 -0.85 0.52 0.120
O -2.50 -0.24 -0.03 -0.331
O -1.40 -2.04 -0.03 -0.553
```

## Properties
Kohn-Sham gap	9.9	eV
ΔE to the lowest compared entry with this formula, charge and spin	880.71	kJ/mol
multiplicity	1
LUMO energy	0.534	eV

The following is a DFT calculation (the ωB97M-V functional and the def2-TZVPD basis) of a gas-phase ion, C3H8NOS (charge +1).

Geometry as XYZ:
```
14
Properties=species:S:1:pos:R:3:nbo_charge:R:1
C -1.04 0.73 0.68 -0.292
C -1.84 -0.41 0.00 -0.566
C 0.75 -0.37 0.28 0.263
N 1.37 0.26 -1.01 -0.759
O 1.79 -0.61 1.06 -0.668
S -0.53 -1.62 -0.31 0.223
H -0.85 1.66 0.03 0.231
H -1.01 0.73 1.80 0.244
H -2.59 -0.75 0.58 0.235
H -2.37 -0.16 -0.87 0.235
H 0.91 0.12 -1.91 0.452
H 2.42 -0.16 -1.22 0.453
H 1.63 1.22 -1.01 0.434
H 1.36 -0.63 1.91 0.516
```

## Properties
Kohn-Sham gap	9.4	eV
ΔE to the lowest compared entry with this formula, charge and spin	291.18	kJ/mol
multiplicity	1
LUMO energy	-3.847	eV
total charge	+1

The following is a DFT calculation (the ωB97M-V functional and the def2-TZVPD basis) of 2 unconnected molecules or ions with the total composition C2H7NS.

Geometry as XYZ:
```
11
Properties=species:S:1:pos:R:3:nbo_charge:R:1
S 2.81 1.08 0.72 -0.275
H 2.18 0.46 1.67 0.126
C -0.90 -0.61 -1.22 -0.446
C -0.89 0.34 0.92 -0.032
N -0.30 0.21 -0.19 -0.414
H -1.49 -0.06 -1.96 0.216
H -0.05 -1.02 -1.80 0.196
H -1.48 -1.47 -0.89 0.173
H -1.48 -0.39 1.50 0.139
H -0.84 1.33 1.41 0.167
H 2.43 0.13 -0.16 0.151
```

## Properties
Kohn-Sham gap	9.9	eV
ΔE to the lowest compared entry with this formula, charge and spin	160.85	kJ/mol
multiplicity	1
LUMO energy	0.818	eV

The following is a DFT calculation (the ωB97M-V functional and the def2-TZVPD basis) of a gas-phase ion, C8H16N3O3 (charge +1).

Geometry as XYZ:
```
30
Properties=species:S:1:pos:R:3:nbo_charge:R:1
C 0.99 -1.90 0.80 0.823
C -0.20 2.76 -0.02 0.892
C 0.61 -0.06 2.33 -0.320
C -0.05 0.74 1.31 0.455
C -1.26 -0.11 -1.88 -0.652
C -1.76 -1.89 -0.06 -0.631
C 1.63 -0.25 -0.91 -0.442
C -0.72 -1.26 -0.96 -0.051
N 0.96 -1.38 2.00 -0.601
N 0.62 3.60 -0.67 -0.799
N 0.50 -0.75 -0.20 -0.398
O 1.36 -2.89 0.27 -0.534
O -1.35 2.55 -0.23 -0.568
O 0.54 1.90 0.90 -0.513
H 1.50 0.57 2.56 0.245
H -0.17 -0.24 3.10 0.263
H -1.09 0.70 1.06 0.236
H -1.54 0.86 -1.33 0.240
H -0.59 0.16 -2.67 0.227
H -2.23 -0.56 -2.17 0.239
H -2.24 -2.68 -0.73 0.252
H -2.53 -1.25 0.16 0.213
H -1.37 -2.21 0.91 0.214
H 1.34 0.70 -1.29 0.209
H 2.47 -0.08 -0.21 0.220
H 2.07 -0.85 -1.79 0.250
H -0.37 -2.16 -1.44 0.229
H 1.22 -2.04 2.72 0.439
H 0.14 4.42 -1.13 0.448
H 1.55 3.63 -0.42 0.415
```

## Properties
Kohn-Sham gap	9.2	eV
ΔE to the lowest compared entry with this formula, charge and spin	18.19	kJ/mol
multiplicity	1
LUMO energy	-4.352	eV
total charge	+1